(1)
Formula: C18H23BCuNO4P
Source: the OMol25 dataset
Level of theory: the ωB97M-V functional and the def2-TZVPD basis

```
49
Properties=species:S:1:pos:R:3:forces:R:3:lowdin_charge:R:1
C 2.7300 -0.3479 0.9022 -0.37 0.00 0.25 0.02
B 1.3898 -0.8317 1.5543 0.40 0.01 -0.28 -0.49
O 1.4049 -1.1131 2.8777 -0.16 -0.30 0.06 0.18
C 0.1080 -0.9733 0.6372 -0.06 0.06 0.34 0.04
C -0.8961 -0.1027 0.5350 0.11 0.28 0.08 -0.09
C -1.0201 1.1662 1.3372 -0.29 -0.09 0.05 -0.15
C -1.2817 1.0179 2.8386 -0.22 0.56 -0.04 -0.15
C -0.9159 2.2650 3.6456 0.57 -0.39 -0.14 -0.17
C 0.5751 2.6584 3.6749 -0.25 0.25 0.19 -0.16
C 0.8046 4.0892 3.2192 0.10 -0.31 -0.19 -0.20
N 0.3050 4.2973 1.8386 -0.67 0.01 -0.46 -0.02
C -1.9776 -0.3747 -0.4507 0.44 -0.42 -0.24 -0.36
O -3.1193 -0.0900 -0.2105 -0.86 0.66 0.06 0.13
C -1.5466 -1.0261 -1.7132 -0.04 0.43 0.21 -0.17
P -2.3663 -0.6281 -3.2810 -0.35 -0.72 -0.40 0.74
O -2.9013 -1.7963 -3.9980 -0.13 -0.14 -0.09 -0.39
C -0.5423 -1.8979 -1.6216 -0.15 -0.08 -0.67 -0.09
C 0.0499 -2.5742 -2.7946 0.42 -0.15 -0.32 -0.21
C 1.1324 -1.9438 -3.4167 -0.08 -0.19 -0.13 -0.04
C 1.7323 -2.4930 -4.5478 -0.50 -0.04 0.53 -0.07
C 1.2496 -3.6938 -5.0543 -0.01 0.36 0.35 -0.06
C 0.1834 -4.3271 -4.4233 0.06 0.03 -0.04 -0.05
C -0.4257 -3.7801 -3.2998 0.35 0.17 -0.19 -0.01
C 0.0139 -2.1610 -0.2622 -0.16 0.76 -0.22 -0.29
O 0.3346 -3.2508 0.0959 0.55 -1.09 0.37 0.20
H 3.3154 -1.2400 0.6813 0.09 -0.20 -0.08 0.09
H 3.3155 0.2192 1.6211 0.15 0.18 -0.02 0.07
H 2.5983 0.1895 -0.0310 0.09 0.19 -0.10 0.06
H 0.6578 -1.6530 3.1604 -0.04 0.10 0.14 0.12
H -0.1424 1.7735 1.1232 0.47 -0.08 0.19 0.10
H -1.9151 1.6906 0.9214 -0.17 0.03 -0.11 0.11
H -2.3505 0.8722 2.9618 -0.17 -0.29 0.04 0.13
H -0.7959 0.1408 3.2387 0.29 -0.13 0.05 0.11
H -1.4897 3.1139 3.2558 -0.33 0.14 0.09 0.09
H -1.2448 2.0974 4.6645 -0.25 0.17 0.14 0.12
H 0.9367 2.5941 4.6955 0.13 -0.11 0.17 0.12
H 1.2082 1.9951 3.0917 -0.04 -0.20 -0.20 0.11
H 0.3447 4.8145 3.8815 -0.22 0.02 0.14 0.13
H 1.8630 4.3210 3.2149 0.20 0.00 -0.04 0.13
H 0.9925 4.6558 1.1952 0.04 0.22 0.00 0.11
H -0.5195 4.9033 1.8326 0.91 1.62 0.66 0.06
H -3.3360 0.3258 -2.9250 0.25 0.20 0.14 0.02
H -1.3926 0.0746 -4.0165 0.04 0.23 0.26 0.02
H 1.4982 -1.0050 -3.0241 0.05 0.10 0.06 0.11
H 2.5564 -1.9657 -4.9952 0.17 -0.02 -0.22 0.10
H 1.7112 -4.1086 -5.9338 -0.02 -0.22 -0.13 0.11
H -0.1817 -5.2599 -4.8227 -0.09 -0.10 -0.02 0.11
H -1.2662 -4.2692 -2.8387 -0.14 -0.08 0.06 0.13
Cu -1.3843 3.6321 0.9646 -0.09 -1.42 -0.28 0.62
```
Forces are in eV/Å.

Computed properties:
Charge = +1
HOMO energy = -11.426 eV
Maximum force = 2.0 eV/A
Kohn-Sham gap = 6.22 eV
Total energy = -3061.84462 Ha

***

(2)
Formula: C35H27Cl2F2InN7O2Si
Source: the OMol25 dataset
Level of theory: the ωB97M-V functional and the def2-TZVPD basis

```
77
Properties=species:S:1:pos:R:3:forces:R:3:lowdin_charge:R:1
In -0.3621 -0.7320 -0.4996 1.41 -0.65 1.65 0.90
C 0.6296 3.2991 -2.9571 -0.82 -0.33 -0.80 -0.16
Si 0.7793 1.4235 -2.8827 0.11 -0.70 1.17 0.41
C 2.1048 0.6657 -4.0522 -0.67 0.43 0.00 -0.18
C -0.8380 0.7548 -3.5931 -0.37 0.39 0.44 -0.18
N 1.0410 0.9013 -1.2099 -0.76 -0.42 -1.27 -0.13
C 2.1263 1.4761 -0.5831 -0.07 -0.39 1.71 -0.29
C 3.1629 2.1720 -1.2654 -0.93 -0.25 0.27 -0.08
C 4.0535 3.0181 -0.6317 0.41 0.41 1.18 -0.11
C 3.9005 3.2534 0.7514 -0.40 0.07 -0.73 -0.11
C 2.9181 2.5327 1.4780 0.82 -0.18 -0.79 -0.03
C 2.2380 1.4766 0.8845 0.94 0.47 -1.58 -0.21
O 1.7679 0.3995 1.6163 -0.25 0.41 0.75 -0.05
C 2.5027 0.0561 2.7667 -1.23 0.75 1.27 -0.27
C 1.8663 0.0823 4.0358 -0.30 -0.29 -1.22 0.00
C 2.5858 -0.2934 5.1670 -0.18 0.57 0.18 -0.08
C 3.9657 -0.5798 5.0944 -0.89 0.28 -0.59 -0.09
C 4.5690 -0.6265 3.8437 -0.76 0.09 -0.54 -0.07
C 3.8173 -0.3190 2.7030 0.40 -0.40 -1.26 -0.02
H -0.4325 3.4719 -3.2721 0.85 0.10 0.18 0.03
H 1.2816 3.5638 -3.7936 -0.04 0.60 0.09 0.02
H 0.8277 3.9072 -2.0706 0.23 -0.32 -0.14 0.04
H 1.5233 0.0533 -4.7536 0.30 0.08 -0.09 0.01
H 2.8509 0.0182 -3.5769 -0.05 0.40 0.00 0.03
H 2.5537 1.5033 -4.6077 0.24 -0.47 -0.01 0.02
H -0.6355 0.7195 -4.6802 -0.47 -0.11 0.38 0.04
H -1.6818 1.4507 -3.3796 0.63 -0.40 -0.36 0.00
H -1.1842 -0.2232 -3.2252 0.28 0.12 -0.39 -0.01
H 3.2071 2.0751 -2.3367 0.07 -0.05 -0.19 0.07
H 4.8599 3.5144 -1.2098 -0.66 -0.35 0.48 0.10
H 4.5392 3.9864 1.2450 -0.31 -0.16 -0.02 0.09
H 2.7281 2.7508 2.5139 0.36 -0.24 0.43 0.11
H 0.7871 0.3329 4.0587 0.78 -0.15 0.18 0.12
H 2.0251 -0.2670 6.1174 0.65 -0.12 -0.42 0.11
H 4.5359 -0.7173 5.9883 0.19 -0.32 0.37 0.09
H 5.5854 -0.9414 3.6733 0.24 0.06 0.33 0.10
H 4.1720 -0.4211 1.6656 0.43 0.09 0.67 0.14
Cl -2.9696 -3.8552 2.8541 0.14 -0.24 -0.15 0.70
C -2.6927 -2.1724 3.0171 1.09 1.79 -1.32 -0.60
C -3.1783 -1.5072 4.1370 0.33 0.21 0.56 -0.15
C -3.0312 -0.1322 4.2684 0.71 -0.88 -0.69 -0.65
Cl -3.6594 0.5804 5.6837 -0.29 0.67 0.81 0.69
C -2.3209 0.6396 3.3011 -1.08 0.21 -0.09 -0.16
C -2.2300 2.0681 3.3105 0.77 -0.85 -0.80 0.01
C -1.6100 2.7036 2.2417 -0.98 1.10 2.35 -0.05
C -1.0988 1.9870 1.1998 0.19 -1.80 -1.00 -0.11
N -1.1962 0.6567 1.1529 -0.11 0.54 -0.11 0.06
C -1.8335 -0.0383 2.1501 0.45 1.29 0.18 -0.15
C -1.9614 -1.4405 1.9920 -0.39 -2.87 -0.39 -0.34
O -1.4436 -2.0584 0.9547 -0.87 1.03 0.88 -0.19
H -3.5657 -2.1166 4.9773 -0.09 0.63 -0.72 0.11
H -2.6198 2.5894 4.1661 -0.09 0.29 0.05 0.09
H -1.5034 3.7919 2.2366 -0.12 -0.39 0.00 0.12
H -0.6440 2.5377 0.3793 0.19 -0.58 -0.11 0.12
N -2.8521 -0.3886 -1.2010 -1.58 1.54 -0.43 0.16
C -3.7577 0.3187 -1.4836 2.09 -0.78 -0.07 -0.15
C -4.6921 1.2614 -1.9803 0.62 -1.12 0.38 -0.29
C -4.1442 2.2655 -2.8140 1.74 2.73 -1.49 -0.24
N -3.5406 3.1003 -3.4186 -2.18 -2.80 1.85 0.10
C -6.0405 1.0140 -1.6507 -3.05 0.24 0.74 -0.26
N -7.1620 0.8367 -1.3189 2.89 0.35 -0.95 0.09
N -4.4378 -5.7408 -2.4358 2.28 1.36 -0.36 0.16
C -3.4446 -5.1268 -2.5345 -3.12 -1.89 1.00 -0.18
C -2.2549 -4.3765 -2.6193 1.13 0.24 -1.57 -0.20
C -1.3917 -4.6625 -3.6965 0.95 0.50 -0.13 0.02
C -0.2729 -3.8263 -3.9078 0.55 -1.25 -0.43 -0.04
C 0.0254 -2.8104 -3.0300 -2.66 -0.23 1.09 -0.07
N -0.8889 -2.5166 -2.0535 0.73 0.05 0.22 0.02
C -1.9813 -3.2671 -1.8219 0.97 0.56 -0.31 -0.04
H -1.5034 -5.5407 -4.3689 -0.32 0.81 0.69 0.13
H 0.4562 -4.0588 -4.7042 -0.62 0.10 0.43 0.12
H 0.9028 -2.1982 -3.0728 0.31 0.26 -0.07 0.11
H -2.6087 -2.9705 -0.9830 0.13 0.01 -0.21 0.12
F 2.6153 -1.8637 -0.2149 0.31 -0.19 -0.35 -0.07
C 1.4186 -2.0375 0.4506 -1.09 -0.11 0.36 -0.33
F 1.0349 -3.3903 0.2758 0.52 0.29 -0.25 -0.11
H 1.7072 -1.9929 1.5391 -0.64 0.13 -0.93 0.09
```
Forces are in eV/Å.

Computed properties:
Charge = -1
HOMO energy = -4.924 eV
Maximum force = 4.0 eV/A
Kohn-Sham gap = 6.21 eV
ΔE to the lowest compared entry with this formula, charge and spin = 47.7 kcal/mol
Total energy = -3483.51794 Ha

***

(3)
Formula: C6H9NO2Se
Source: the OMol25 dataset
Level of theory: the ωB97M-V functional and the def2-TZVPD basis

```
19
Properties=species:S:1:pos:R:3:forces:R:3:lowdin_charge:R:1
C 0.1442 -0.1691 0.5131 1.54 1.17 0.62 0.04
C -0.2092 1.0736 -0.0522 -3.08 -3.68 0.04 -0.29
C -0.8952 -1.1327 0.1603 1.85 -0.31 -2.37 -0.23
C -1.5999 1.0522 -0.5973 -0.89 1.71 -3.12 -0.11
C -1.8711 -0.4996 -0.8276 -1.92 1.44 4.06 -0.14
C 2.5353 -1.7405 0.6488 -1.07 -3.48 0.95 -0.67
N 0.4904 2.1549 0.0328 2.98 -1.45 2.69 -0.25
O 1.6584 1.9743 0.8102 0.13 3.79 -1.74 0.07
O 0.2924 3.2131 -0.4043 -0.38 2.54 -1.02 0.17
Se 3.4247 -0.6631 -0.3394 1.04 0.96 -0.29 0.67
H -0.4067 -2.0834 -0.2146 -0.62 0.86 0.48 0.13
H -1.2758 -1.3468 1.0926 -1.35 -0.86 2.26 0.09
H -2.3509 1.6261 0.0426 0.92 -0.99 -0.64 0.13
H -1.5556 1.6758 -1.6197 -0.55 -1.42 1.95 0.15
H -1.5726 -0.8165 -1.7522 0.07 -0.54 -2.67 0.07
H -2.9183 -0.8297 -0.4824 1.34 0.68 -1.28 0.14
H 1.8733 -2.4796 0.0982 0.42 1.10 0.82 -0.01
H 2.6734 -2.1252 1.7347 -0.03 1.44 -1.67 0.04
H 1.5633 1.1162 1.1563 -0.41 -2.94 0.93 0.00
```
Forces are in eV/Å.

Computed properties:
HOMO energy = -8.239 eV
Maximum force = 4.8 eV/A
Kohn-Sham gap = 7.15 eV
ΔE to the lowest compared entry with this formula, charge and spin = 78.8 kcal/mol
Total energy = -2840.37923 Ha

***

(4)
Formula: C52H51AgGeN4P2S2
Source: the OMol25 dataset
Level of theory: the ωB97M-V functional and the def2-TZVPD basis

```
113
Properties=species:S:1:pos:R:3:forces:R:3:lowdin_spin:R:1
Ag -0.1246 -0.5600 -0.4337 -0.27 -0.54 -0.16 0.29
S -1.6911 1.2918 -1.6168 -0.04 0.14 0.16 0.16
P -1.3347 2.0672 0.2381 0.25 -0.52 0.16 0.02
C -0.5419 0.9179 1.1894 0.43 0.58 -0.03 0.05
P 0.8370 0.9923 2.1844 -0.35 -0.07 -0.21 0.01
S 2.0194 -0.6388 2.1265 -0.07 0.20 -0.01 0.01
C 0.2966 1.2408 3.9230 0.14 -0.07 0.04 0.00
C -0.7705 2.0896 4.1967 -0.07 0.11 -0.07 0.00
C -1.2085 2.2832 5.4971 -0.01 0.00 0.05 0.00
C -0.5875 1.6148 6.5449 -0.01 0.00 -0.01 0.00
C 0.4709 0.7584 6.2814 -0.01 0.01 -0.04 0.00
C 0.9113 0.5752 4.9767 0.02 0.01 0.04 0.00
C 1.9527 2.4330 1.9287 0.10 -0.03 0.18 0.00
C 2.6657 2.5143 0.7335 -0.16 -0.19 -0.12 0.00
C 3.6003 3.5105 0.5302 0.02 0.09 -0.04 0.00
C 3.8426 4.4548 1.5211 -0.01 0.01 -0.02 0.00
C 3.1363 4.3920 2.7091 -0.03 -0.02 -0.01 0.00
C 2.1979 3.3863 2.9111 -0.01 0.00 0.01 0.00
C -0.5650 3.7165 0.0443 -0.06 0.06 -0.06 0.00
C -0.6295 4.6400 1.0846 0.03 -0.02 0.08 0.00
C -0.0120 5.8756 0.9760 0.00 -0.03 -0.06 0.00
C 0.6697 6.2070 -0.1873 0.02 0.00 0.03 0.00
C 0.7312 5.2975 -1.2319 0.07 0.02 0.01 0.00
C 0.1214 4.0587 -1.1143 -0.03 -0.13 -0.07 0.00
C -2.9517 2.5463 0.9605 -0.06 0.01 -0.21 0.00
C -3.7138 3.5730 0.4061 0.04 0.07 -0.09 0.00
C -4.9466 3.9027 0.9394 -0.01 -0.07 0.09 0.00
C -5.4391 3.1987 2.0349 -0.03 0.06 -0.05 0.00
C -4.6935 2.1700 2.5840 0.02 -0.07 0.03 0.00
C -3.4542 1.8463 2.0448 0.05 -0.03 0.04 0.00
H -1.2807 2.5919 3.3811 0.08 -0.05 0.03 0.00
H -2.0408 2.9479 5.6905 -0.03 0.02 0.01 0.00
H -0.9333 1.7543 7.5610 -0.02 0.01 0.03 0.00
H 0.9553 0.2273 7.0903 0.01 -0.02 0.04 0.00
H 1.7295 -0.0985 4.7557 0.02 -0.01 0.00 0.00
H 2.4813 1.7739 -0.0396 -0.01 0.08 0.08 0.00
H 4.1411 3.5541 -0.4067 0.03 0.00 -0.03 0.00
H 4.5766 5.2342 1.3632 0.03 0.02 -0.01 0.00
H 3.3145 5.1220 3.4884 0.01 0.02 0.03 0.00
H 1.6678 3.3448 3.8524 -0.03 -0.01 0.04 0.00
H -1.1689 4.3943 1.9920 -0.01 -0.01 0.01 0.00
H -0.0631 6.5769 1.7982 0.01 0.03 0.03 0.00
H 1.1559 7.1697 -0.2762 0.01 0.04 0.00 0.00
H 1.2659 5.5480 -2.1391 0.01 0.02 -0.03 0.00
H 0.1552 3.3435 -1.9293 0.00 0.03 0.03 0.00
H -3.3370 4.1178 -0.4521 0.02 -0.01 -0.01 0.00
H -5.5266 4.7044 0.5026 -0.04 0.04 -0.02 0.00
H -6.4049 3.4523 2.4530 -0.02 0.01 0.01 0.00
H -5.0726 1.6132 3.4319 -0.01 -0.01 0.02 0.00
H -2.8434 1.0527 2.4595 -0.02 -0.02 0.02 0.00
C -2.6586 -2.5514 -2.2808 0.06 0.00 0.04 0.03
Ge -0.7089 -2.3408 -2.1464 0.13 0.28 0.04 0.17
C -0.0546 -4.1606 -1.7178 -0.05 -0.05 0.00 0.04
C -0.5481 -5.2688 -2.4047 0.04 -0.01 0.02 0.01
C -0.1058 -6.5520 -2.1170 -0.02 -0.02 -0.03 0.00
C 0.8441 -6.7533 -1.1263 0.01 -0.06 0.01 0.00
C 1.3483 -5.6650 -0.4311 0.00 0.01 0.02 0.00
C 0.8991 -4.3843 -0.7275 0.05 -0.01 0.05 0.00
C -0.1150 -1.9891 -4.0165 -0.14 0.02 0.10 0.03
C -1.0214 -1.4657 -4.9026 0.00 0.07 -0.20 0.01
C -0.6559 -1.0806 -6.2167 -0.02 -0.04 0.14 0.00
C 0.6302 -1.2243 -6.6399 0.12 -0.01 0.01 0.01
C 1.6120 -1.7530 -5.7617 0.01 0.05 -0.34 0.00
C 2.9639 -1.8902 -6.1679 -0.04 -0.04 0.02 0.00
C 3.9109 -2.3637 -5.3082 -0.06 -0.09 0.06 0.00
C 3.5439 -2.7293 -3.9924 -0.04 -0.12 -0.23 0.00
C 2.2476 -2.6151 -3.5880 -0.01 -0.11 0.03 0.00
C 1.2366 -2.1259 -4.4558 0.08 -0.22 0.22 0.00
H -2.9226 -3.2606 -3.0641 -0.08 -0.09 -0.06 0.01
H -3.1432 -1.5987 -2.4749 -0.02 0.13 -0.04 0.00
H -3.0115 -2.9110 -1.3163 -0.05 -0.06 0.06 0.00
H -1.2854 -5.1315 -3.1857 -0.06 0.02 -0.06 0.00
H -0.5028 -7.3951 -2.6694 0.00 -0.03 0.00 0.00
H 1.1884 -7.7543 -0.8980 0.01 -0.01 0.00 0.00
H 2.0918 -5.8099 0.3424 0.02 -0.01 0.02 0.00
H 1.3092 -3.5412 -0.1785 0.01 0.06 0.01 0.00
H -2.0518 -1.3274 -4.6056 -0.09 0.00 0.07 0.00
H -1.4060 -0.6709 -6.8802 -0.04 0.02 -0.03 0.00
H 0.9276 -0.9325 -7.6409 -0.01 0.00 -0.02 0.00
H 3.2321 -1.6071 -7.1778 0.02 0.03 -0.08 0.00
H 4.9399 -2.4588 -5.6276 0.07 -0.01 -0.01 0.00
H 4.2923 -3.0960 -3.3041 0.08 -0.03 0.03 0.00
H 1.9764 -2.8934 -2.5780 0.02 0.03 -0.06 0.00
C -2.6125 -3.8547 3.0274 0.03 -0.08 0.05 0.00
C -2.7072 -2.3582 2.7730 -0.05 0.16 0.03 0.00
C -4.1718 -1.9312 2.7203 0.03 -0.05 0.07 0.00
C -1.9784 -1.5822 3.8789 -0.06 -0.08 0.02 0.00
N -2.1696 -2.0724 1.4309 0.06 0.17 0.02 0.00
N -0.7646 -2.2449 1.3118 0.03 -0.02 -0.14 0.08
H -3.1240 -4.1169 3.9535 -0.03 -0.01 0.08 0.00
H -1.5754 -4.1776 3.1239 0.06 0.00 -0.02 0.00
H -3.0676 -4.4074 2.2071 -0.06 -0.03 -0.07 0.00
H -4.6741 -2.1701 3.6581 -0.02 -0.01 0.05 0.00
H -4.6872 -2.4382 1.9066 -0.02 -0.07 -0.07 0.00
H -4.2598 -0.8583 2.5540 0.01 0.10 -0.03 0.00
H -2.4766 -1.7178 4.8399 -0.06 -0.03 0.04 0.00
H -1.9541 -0.5164 3.6545 0.00 0.07 -0.02 0.00
H -0.9463 -1.9131 4.0068 0.02 -0.01 -0.02 0.00
H -2.3218 -1.0799 1.2234 0.04 -0.23 0.06 0.00
H -0.5382 -3.2221 1.1523 -0.11 0.15 0.05 0.00
H -0.2338 -1.8748 2.1047 0.03 -0.08 -0.28 0.00
N 6.6883 -0.9246 -1.7542 0.32 -0.10 0.02 0.00
C 5.6285 -0.5864 -2.0337 -0.49 0.18 -0.06 0.00
C 4.2910 -0.1751 -2.3811 0.26 -0.02 0.24 0.00
C 4.0170 0.3612 -3.6348 -0.03 0.14 -0.01 0.00
C 2.7160 0.7131 -3.9284 -0.02 0.04 0.16 0.00
C 1.7365 0.4874 -2.9690 0.10 -0.01 0.05 0.00
N 1.9993 -0.0438 -1.7774 0.03 0.27 0.17 0.03
C 3.2537 -0.3558 -1.4716 -0.09 0.09 -0.14 0.00
H 4.8094 0.4850 -4.3598 0.02 0.00 0.00 0.00
H 2.4452 1.1241 -4.8887 0.00 0.03 -0.06 0.00
H 0.6935 0.7220 -3.1519 -0.03 0.03 -0.03 0.00
H 3.4214 -0.7496 -0.4759 0.03 -0.04 0.06 0.00
```
Forces are in eV/Å.

Computed properties:
Charge = -1
<S²> = 0.7555
Multiplicity = 2
HOMO energy (spin up / spin down) = -3.809 / -4.133 eV
Maximum force = 0.7 eV/A
Kohn-Sham gap (spin up / spin down) = 6.19 / 5.69 eV
ΔE to the lowest compared entry with this formula, charge and spin = 0.0 kcal/mol
Total energy = -5934.20962 Ha

***

The lowest maximum force belongs to which entry? C52H51AgGeN4P2S2

***

Which value of maximum force does entry 3 give? 4.8 eV/A

***

maximum force of number 1 (C18H23BCuNO4P)? 2.0 eV/A

***

Which of these has the lowest total energy? C52H51AgGeN4P2S2